Record 1
CH6O2 | ωB97M-V/def2-TZVPD

Last column: Löwdin charge in e.
Atoms and positions in Å:
1 C 0.526 1.596 -0.092  -0.07
2 H -0.730 -3.006 0.824  0.10
3 H -0.849 -1.111 -0.823  0.08
4 H 0.564 1.910 -1.149  0.02
5 H -0.426 1.135 0.161  0.00
6 H 0.810 2.476 0.552  0.03
7 H 1.273 0.759 -0.010  0.03
8 O -0.887 -2.041 0.884  -0.08
9 O -0.280 -1.718 -0.347  -0.11

Calculated values
Energy above the lowest of the compared OMol25 structures with the same formula, charge and spin   2.791 eV
Charge   0
Structure (SMILES)   OO.C
Multiplicity   1
LUMO level   0.0371 Ha

Record 2
C18H17N3RuS6 | ωB97M-V/def2-TZVPD

Last column: Löwdin charge in e.
Atoms and positions in Å:
1 Ru -2.100 -1.924 0.802  0.66
2 S -0.327 -4.949 7.051  0.84
3 C -0.717 -4.301 5.653  -1.40
4 S -1.062 -5.241 4.196  1.02
5 C -1.361 -3.927 3.152  -1.08
6 C -1.253 -2.592 3.759  -1.06
7 S -1.520 -1.236 2.848  0.78
8 S -0.851 -2.548 5.409  1.02
9 S -1.750 -4.091 1.561  0.78
10 S 3.641 -1.565 -2.283  1.10
11 C 2.159 -1.590 -1.387  -0.48
12 C 1.723 -0.590 -0.509  -0.02
13 C 0.524 -0.734 0.143  -0.12
14 N -0.267 -1.811 -0.014  -0.16
15 C 0.147 -2.783 -0.853  -0.12
16 C 1.324 -2.707 -1.548  -0.06
17 C 4.358 -0.015 -1.784  -0.54
18 C 5.212 0.041 -0.694  -0.07
19 C 5.749 1.277 -0.356  -0.12
20 N 5.488 2.396 -1.026  0.09
21 C 4.687 2.319 -2.083  -0.12
22 C 4.093 1.137 -2.509  -0.07
23 H 2.314 0.298 -0.335  0.12
24 H 0.169 0.035 0.815  0.10
25 H -0.498 -3.645 -0.965  0.10
26 H 1.599 -3.517 -2.210  0.13
27 H 5.463 -0.847 -0.129  0.11
28 H 6.423 1.367 0.487  0.12
29 H 4.508 3.243 -2.620  0.12
30 H 3.456 1.119 -3.382  0.11
31 C -3.734 2.215 -2.177  -0.02
32 C -3.367 2.324 -0.688  -0.58
33 C -2.200 3.301 -0.478  -0.02
34 C -4.587 2.734 0.152  -0.02
35 C -2.930 0.996 -0.232  -0.07
36 N -2.589 -0.040 0.124  0.07
37 H -4.058 3.198 -2.517  0.10
38 H -4.552 1.513 -2.336  0.10
39 H -2.879 1.909 -2.778  0.10
40 H -2.518 4.287 -0.817  0.10
41 H -1.325 3.009 -1.060  0.09
42 H -1.925 3.376 0.573  0.09
43 H -4.913 3.717 -0.185  0.10
44 H -4.340 2.801 1.211  0.10
45 H -5.414 2.037 0.020  0.10

Calculated values
Energy above the lowest of the compared OMol25 structures with the same formula, charge and spin   0.000 eV
Charge   +2
Multiplicity   1
LUMO level (spin up / spin down)   -0.3346 / -0.3346 Ha

Record 3
C4H2LiO2Sn | ωB97M-V/def2-TZVPD

Last column: Löwdin charge in e.
Atoms and positions in Å:
1 H 4.431 -0.304 1.547  -0.29
2 C 0.859 1.057 -0.485  -0.11
3 C -0.420 1.250 -0.239  -0.06
4 C -1.352 0.165 -0.190  0.03
5 C -2.139 -0.764 -0.162  -0.23
6 O -2.967 -1.713 -0.160  -0.45
7 O 1.995 0.892 -0.731  0.09
8 Li 3.705 0.346 0.127  0.31
9 Sn -3.390 -3.227 0.418  1.57
10 H -0.721 2.298 -0.125  0.14

Calculated values
Charge   +1
Multiplicity   1
LUMO level   -0.2434 Ha

Record 4
C5H13NO | ωB97M-V/def2-TZVPD

Last column: Löwdin charge in e.
Atoms and positions in Å:
1 C 0.495 -0.983 0.389  -0.26
2 C -0.120 0.208 -0.384  -0.22
3 C -1.605 -0.144 -0.433  -0.36
4 C -2.692 0.983 -0.245  -0.23
5 C -2.162 0.202 0.948  -0.07
6 N 1.949 -1.128 0.238  -0.02
7 H 0.292 -0.705 1.422  0.11
8 H 0.016 -1.900 0.038  0.11
9 H 0.361 0.305 -1.367  0.10
10 H -0.007 1.161 0.135  0.12
11 H -2.045 1.338 -1.744  0.30
12 H -1.855 -0.817 -1.268  0.13
13 H -3.696 0.682 -0.538  0.10
14 H -2.454 2.035 -0.140  0.08
15 H -2.857 -0.489 1.434  0.05
16 H 2.323 -1.346 1.154  0.07
17 H 2.306 -1.847 -0.375  0.07
18 H 4.605 0.620 0.570  0.02
19 H 3.185 0.629 0.018  -0.02
20 O 3.962 1.197 0.147  -0.09

Calculated values
Energy above the lowest of the compared OMol25 structures with the same formula, charge and spin   8.084 eV
Charge   0
Multiplicity   1
LUMO level   -0.0438 Ha

Record 5
C9H11N5 | ωB97M-V/def2-TZVPD

Last column: Löwdin charge in e.
Atoms and positions in Å:
1 C 2.462 -0.701 3.057  -0.08
2 C 2.238 -1.742 2.160  0.04
3 C 1.966 0.511 2.879  0.01
4 C 1.280 -1.473 1.110  0.03
5 C 1.145 0.815 1.739  -0.14
6 C 0.807 -0.240 0.815  -0.18
7 C 0.161 3.139 1.662  0.36
8 C -0.018 -0.360 -1.571  -0.16
9 C -1.474 0.266 0.050  -0.18
10 N 0.595 2.058 1.769  0.17
11 N -1.029 -0.331 -2.330  0.13
12 N -0.125 -0.062 -0.206  0.00
13 N -2.228 0.311 -0.967  0.18
14 N -2.860 -0.303 -4.157  0.26
15 H 3.185 -0.908 3.861  0.15
16 H 2.883 -2.636 2.193  0.14
17 H 2.191 1.324 3.703  0.19
18 H 1.145 -2.309 0.345  0.16
19 H -0.049 4.218 1.778  0.17
20 H 0.759 -0.949 -2.001  0.15
21 H -1.878 0.745 0.932  0.14
22 H -3.121 0.559 -4.660  0.16
23 H -2.276 -0.636 -4.942  0.15
24 H -3.616 -0.901 -3.856  0.14
25 H -2.144 -0.397 -3.364  0.02

Calculated values
Energy above the lowest of the compared OMol25 structures with the same formula, charge and spin   0.000 eV
Charge   +2
Multiplicity   1
LUMO level   -0.2921 Ha

Record 6
C24H15AsClF3N2O7RuS2 | ωB97M-V/def2-TZVPD

Last column: Löwdin charge in e.
Atoms and positions in Å:
1 Ru -0.173 0.923 -0.349  1.10
2 Cl 6.402 -2.418 -0.391  0.58
3 C 5.090 -1.364 -0.898  -0.67
4 C 4.829 -1.206 -2.254  -0.11
5 C 3.806 -0.362 -2.636  0.00
6 C 3.039 0.332 -1.691  -0.31
7 O 2.111 1.191 -2.111  -0.16
8 C 3.293 0.141 -0.322  -0.11
9 C 2.613 0.827 0.764  -0.06
10 N 1.416 1.297 0.820  -0.02
11 C 1.052 1.919 2.056  -0.17
12 C 1.926 2.562 2.890  -0.03
13 C 1.503 3.068 4.138  -0.09
14 C 0.206 2.935 4.546  -0.05
15 C -0.736 2.324 3.687  -0.15
16 C -2.108 2.167 4.010  -0.03
17 C -2.948 1.591 3.108  -0.02
18 C -2.448 1.193 1.845  -0.07
19 N -1.190 1.335 1.527  0.04
20 C -0.317 1.851 2.432  -0.14
21 C 4.347 -0.704 0.050  -0.07
22 H 5.419 -1.738 -2.988  0.10
23 H 3.552 -0.212 -3.676  0.11
24 H 3.199 0.847 1.685  0.11
25 H 2.955 2.720 2.595  0.11
26 H 2.227 3.567 4.772  0.09
27 H -0.120 3.310 5.510  0.10
28 H -2.463 2.508 4.976  0.11
29 H -3.997 1.439 3.323  0.11
30 H -3.090 0.748 1.093  0.10
31 H 4.573 -0.839 1.102  0.11
32 O -0.610 -3.647 0.884  -0.30
33 As -1.432 -2.096 0.472  0.88
34 O -2.654 -1.838 1.525  -0.48
35 O -0.094 -1.096 0.488  -0.54
36 C -2.077 -2.620 -1.302  -0.22
37 C -1.773 -3.917 -1.714  -0.10
38 C -2.205 -4.398 -2.941  -0.10
39 C -2.945 -3.583 -3.782  -0.10
40 C -3.244 -2.289 -3.391  -0.07
41 C -2.820 -1.806 -2.159  -0.27
42 S -3.286 -0.117 -1.780  0.43
43 O -3.463 0.536 -3.056  -0.33
44 O -4.482 -0.222 -0.965  -0.33
45 O -2.161 0.405 -0.990  -0.47
46 H 0.250 -3.356 1.210  0.02
47 H -1.181 -4.546 -1.065  0.08
48 H -1.947 -5.408 -3.240  0.09
49 H -3.274 -3.943 -4.750  0.09
50 H -3.784 -1.614 -4.041  0.10
51 S 0.315 -0.284 -3.316  0.61
52 C 0.716 0.568 -1.973  -0.85
53 F 0.042 3.776 0.147  -0.05
54 C -0.390 2.880 -0.864  -0.57
55 F 0.238 3.392 -1.972  0.00
56 F -1.703 3.271 -1.037  -0.01

Calculated values
Energy above the lowest of the compared OMol25 structures with the same formula, charge and spin   0.132 eV
Charge   -2
Multiplicity   1
LUMO level   0.1486 Ha

Number 1: E_tot -192.05563 a.u.. Number 2: E_tot -3343.82781 a.u.. Number 3: E_tot -525.42288 a.u.. Number 4: E_tot -328.02175 a.u.. Number 5: E_tot -622.56969 a.u.. Number 6: E_tot -5446.73276 a.u..